# 1
DFT (ωB97M-V/def2-TZVPD) results for an isolated ion of composition C16H10N3S and charge -1 in a non-equilibrium geometry.

Values from the calculation:
* calculated total energy: -32060.2218 eV
* LUMO energy: 2.54 eV
* structure (SMILES): N#Cc1ccc([C@H](C#N)/C([S-])=N/c2ccccc2)cc1

```
! RIJCOSX wB97M-V def2-TZVPD def2/J DEFGRID3
* xyz -1 1
C 0.935 3.370 1.684
C 1.619 2.616 2.709
N 2.210 2.054 3.549
C -0.341 2.597 1.210
C -0.773 2.772 -0.113
C -1.605 1.828 -0.694
C -2.152 0.788 0.070
C -3.137 -0.095 -0.530
N -3.880 -0.844 -1.036
C -1.723 0.614 1.391
C -0.855 1.548 1.974
H 1.538 3.442 0.756
H -0.359 3.589 -0.704
H -1.840 1.879 -1.752
H -2.050 -0.247 1.977
H -0.514 1.420 2.999
C -0.850 8.800 4.997
C -1.857 7.868 4.729
C -1.552 6.697 4.060
C -0.246 6.382 3.585
N -0.211 5.201 2.870
C 0.887 4.762 2.253
S 2.293 5.649 2.242
C 0.766 7.330 3.876
C 0.444 8.508 4.557
H -1.081 9.726 5.526
H -2.882 8.071 5.031
H -2.320 5.970 3.809
H 1.820 7.208 3.549
H 1.215 9.244 4.755
*
```

---

# 2
DFT (ωB97M-V/def2-TZVPD) results for a 2-piece molecular cluster, C32H60N3O5 overall in a non-equilibrium geometry.

Values from the calculation:
* ΔE to the lowest compared entry with this formula, charge and spin: 0.0 kcal per mole
* calculated total energy: -48854.3667 eV
* LUMO energy: -2.13 eV

```
! RIJCOSX wB97M-V def2-TZVPD def2/J DEFGRID3
* xyz 1 1
C -0.501 4.464 3.721
N 0.720 3.715 3.353
C 0.413 2.308 3.305
N 1.639 1.446 3.066
C 2.891 2.193 2.733
C 3.964 1.220 2.210
O 3.715 -0.126 2.504
C 2.441 -0.688 2.182
C 2.058 -1.495 3.429
C 0.818 -2.367 3.263
C -0.210 -2.158 4.376
C -1.600 -2.578 3.936
C -2.075 -1.749 2.742
C -3.284 -0.849 2.977
C -3.257 0.299 1.985
C -4.366 1.334 2.116
C -4.544 1.987 0.747
C -5.388 1.109 -0.189
C -4.872 1.124 -1.629
C -4.076 -0.144 -1.952
N -2.674 0.057 -2.280
C -1.858 1.047 -1.853
C -0.600 0.811 -2.322
C -0.659 -0.377 -3.078
C -1.942 -0.812 -3.035
C 2.549 -1.641 0.985
C 3.556 -1.273 -0.119
C 2.997 -1.375 -1.540
C 2.347 -2.736 -1.790
C 4.115 -1.119 -2.551
C 1.359 0.395 2.019
C 1.128 1.080 0.667
O -0.205 0.971 0.226
O -0.308 -0.288 -0.483
H -0.223 5.496 3.878
H -1.243 4.439 2.926
H -0.935 4.046 4.618
H 0.939 4.010 2.408
H -0.345 2.043 2.570
H 0.018 2.020 4.271
H 1.828 0.960 3.939
H 2.688 2.947 1.995
H 3.231 2.688 3.627
H 4.889 1.465 2.713
H 4.134 1.400 1.150
H 1.952 -0.839 4.295
H 2.919 -2.117 3.646
H 1.093 -3.413 3.231
H 0.312 -2.145 2.327
H 0.077 -2.731 5.252
H -0.230 -1.103 4.648
H -1.576 -3.626 3.659
H -2.282 -2.455 4.769
H -1.267 -1.111 2.383
H -2.302 -2.407 1.911
H -4.181 -1.429 2.781
H -3.325 -0.478 3.997
H -3.327 -0.136 0.989
H -2.283 0.783 2.039
H -4.052 2.097 2.823
H -5.286 0.874 2.457
H -4.958 2.984 0.818
H -3.547 2.027 0.319
H -6.426 1.418 -0.124
H -5.338 0.097 0.199
H -5.710 1.195 -2.310
H -4.267 2.009 -1.767
H -4.540 -0.715 -2.743
H -4.102 -0.785 -1.074
H -2.155 1.876 -1.245
H 0.264 1.415 -2.138
H 0.156 -0.849 -3.586
H -2.369 -1.684 -3.483
H 2.866 -2.584 1.415
H 1.572 -1.828 0.565
H 4.393 -1.959 -0.077
H 3.957 -0.274 0.009
H 2.249 -0.604 -1.704
H 2.752 -3.494 -1.126
H 1.278 -2.689 -1.603
H 2.465 -3.035 -2.821
H 4.772 -1.977 -2.617
H 3.672 -0.882 -3.504
H 4.687 -0.254 -2.224
H 0.406 -0.036 2.297
H 1.814 0.717 -0.087
H 1.259 2.155 0.729
H -1.253 -0.282 -0.699
O 2.463 -1.995 -5.122
C 2.047 -1.325 -6.022
O 1.080 -0.397 -5.836
C 0.695 0.187 -7.096
C 1.884 -0.045 -8.023
C 2.443 -1.362 -7.485
H -0.207 -0.320 -7.444
H 0.468 1.236 -6.931
H 1.605 -0.070 -9.073
H 2.618 0.750 -7.887
H 1.967 -2.231 -7.941
H 3.521 -1.455 -7.581
*
```

---

# 3
DFT (ωB97M-V/def2-TZVPD) results for a 8-piece molecular cluster, C33H41N8O14 overall in a non-equilibrium geometry.

Values from the calculation:
* ΔE to the lowest compared entry with this formula, charge and spin: 30.8 kcal per mole
* calculated total energy: -75442.5442 eV
* LUMO energy: 0.77 eV

```
! RIJCOSX wB97M-V def2-TZVPD def2/J DEFGRID3
* xyz -1 1
N 0.397 -0.330 -0.001
O 0.263 0.691 0.599
O -0.107 -0.359 -1.150
O 1.278 -1.073 0.353
C -1.430 -4.931 -0.495
C -2.371 -5.955 -1.105
C -2.884 -5.742 -2.562
C -2.704 -4.286 -3.157
C -1.697 -3.373 -2.551
C -1.182 -3.656 -1.270
N -3.516 -4.006 -4.412
O -3.157 -2.990 -5.113
O -4.633 -4.593 -4.504
H -0.623 -5.188 0.281
H -2.196 -6.956 -0.614
H -3.656 -6.503 -2.859
H -1.600 -2.329 -2.994
H -0.287 -3.038 -0.896
C 1.666 4.742 2.871
C 1.146 6.176 2.494
C 0.530 6.413 1.150
C -0.061 5.192 0.480
C 0.677 3.803 0.672
C 1.477 3.649 1.959
N -1.094 5.194 -0.713
O -1.500 4.056 -1.178
O -1.445 6.247 -1.087
H 2.081 4.621 3.766
H 1.344 6.773 3.340
H 0.342 7.369 0.870
H 0.392 2.918 0.133
H 1.792 2.536 2.193
C -4.365 1.871 -1.540
C -3.758 0.480 -1.370
C -4.657 -0.679 -1.467
C -6.128 -0.405 -1.932
C -6.650 1.006 -2.062
C -5.665 2.169 -1.775
N -6.965 -1.536 -2.093
O -8.139 -1.256 -2.465
O -6.533 -2.701 -2.040
H -3.726 2.836 -1.275
H -2.558 0.276 -1.143
H -4.298 -1.736 -1.493
H -7.803 1.274 -2.406
H -5.970 3.134 -1.863
C 3.126 2.071 -0.761
C 3.197 3.468 -1.476
C 4.057 4.521 -0.714
C 4.934 4.068 0.440
C 4.706 2.732 1.042
C 3.786 1.675 0.415
N 5.692 5.070 1.188
O 6.422 5.780 0.553
O 5.908 4.685 2.355
H 2.488 1.213 -1.190
H 2.571 3.782 -2.384
H 4.138 5.680 -1.201
H 5.241 2.467 1.924
H 3.497 0.748 0.991
C 2.040 -0.029 3.459
O 3.170 -0.493 3.136
N 2.015 0.922 4.404
C 0.770 1.497 5.061
C 3.204 1.477 5.046
H 1.113 -0.490 3.016
H 0.226 0.747 5.355
H 0.359 2.193 4.531
H 0.889 1.893 5.979
H 2.894 2.394 5.536
H 3.952 1.939 4.550
H 3.685 0.827 5.861
C 0.528 -4.317 2.383
O 0.965 -5.443 2.700
N -0.464 -3.662 3.109
C -1.032 -2.324 2.868
C -1.083 -4.298 4.325
H 0.897 -3.841 1.403
H -0.868 -1.743 3.744
H -2.079 -2.628 2.746
H -0.533 -1.886 1.936
H -1.466 -5.179 4.006
H -1.508 -3.719 5.048
H -0.284 -4.653 4.906
C 3.145 -3.036 -4.782
O 3.416 -3.757 -5.792
N 2.026 -2.355 -4.674
C 1.943 -1.402 -3.577
C 0.893 -2.461 -5.570
H 3.926 -2.877 -4.095
H 2.522 -1.770 -2.709
H 0.901 -1.344 -3.153
H 2.485 -0.461 -3.927
H 1.086 -2.149 -6.551
H -0.015 -1.876 -5.231
H 0.450 -3.498 -5.796
*
```

---

# 4
DFT (ωB97M-V/def2-TZVPD) results for a 10-piece molecular cluster, H20O10 overall in a non-equilibrium geometry.

Values from the calculation:
* ΔE to the lowest compared entry with this formula, charge and spin: 114.3 kcal per mole
* calculated total energy: -20797.6565 eV
* LUMO energy: -0.35 eV
* structure (SMILES): O.O.O.O.O.O.O.O.O.O

```
! RIJCOSX wB97M-V def2-TZVPD def2/J DEFGRID3
* xyz 0 1
H 0.323 -0.029 0.080
H 1.741 -0.402 0.226
H 2.727 -1.141 4.589
H 1.463 -0.394 4.213
H -2.256 0.218 2.023
H -2.273 1.563 1.106
H -0.138 4.081 -0.695
H -0.845 2.991 0.265
H 2.760 4.116 -0.924
H 4.262 3.960 -0.879
H 3.565 -1.539 -0.335
H 3.140 -2.657 0.354
H 2.408 -3.063 -2.203
H 2.896 -1.524 -2.414
H -5.059 0.332 0.262
H -3.661 -0.046 0.207
H -1.465 -0.662 -3.570
H -2.242 -0.221 -2.320
H -4.706 -3.088 0.530
H -3.385 -2.226 0.194
O 1.008 -0.555 -0.353
O 2.443 -0.472 3.979
O -2.096 1.229 1.955
O -0.554 3.171 -0.644
O 3.501 3.403 -0.888
O 3.983 -2.194 0.181
O 3.175 -2.413 -2.424
O -4.323 0.561 -0.168
O -2.330 -0.507 -3.247
O -4.064 -2.491 0.901
*
```

---

# 5
DFT (ωB97M-V/def2-TZVPD) results for C6H14ClCuN4O6 as an isolated structure in a non-equilibrium geometry.

Values from the calculation:
* ΔE to the lowest compared entry with this formula, charge and spin: 12.9 kcal per mole
* calculated total energy: -81844.2549 eV
* LUMO energy (alpha / beta): -2.76 / -5.28 eV
* <S²>: 0.75

```
! RIJCOSX wB97M-V def2-TZVPD def2/J DEFGRID3
* xyz 1 2
Cu -0.082 2.618 -2.029
N 1.496 1.211 -1.962
C 0.766 0.187 -1.172
C 1.596 -1.085 -0.957
C 1.022 -2.248 -0.116
C 0.800 -1.989 1.387
N -0.238 -1.019 1.744
C -1.553 -1.211 1.651
N -2.371 -0.169 1.809
N -2.050 -2.431 1.485
C -0.644 0.039 -1.847
O -1.289 -0.982 -1.756
O -1.037 1.119 -2.445
H 1.726 0.867 -2.890
H 2.357 1.489 -1.503
H 0.569 0.678 -0.224
H 2.540 -0.779 -0.495
H 1.843 -1.483 -1.944
H 1.764 -3.048 -0.167
H 0.119 -2.622 -0.586
H 1.727 -1.630 1.829
H 0.564 -2.936 1.878
H 0.059 -0.098 2.018
H -2.029 0.781 1.751
H -3.366 -0.291 1.728
H -1.439 -3.195 1.257
H -3.017 -2.548 1.239
O -0.941 5.130 0.491
Cl 0.034 4.202 0.122
O 1.236 4.291 0.841
O -0.494 2.817 0.201
O 0.332 4.336 -1.339
*
```

---

# 6
DFT (ωB97M-V/def2-TZVPD) results for C18H18CrN2S2SbSe4 as an isolated structure in a non-equilibrium geometry.

Values from the calculation:
* ΔE to the lowest compared entry with this formula, charge and spin: 15.6 kcal per mole
* calculated total energy: -339957.0977 eV
* LUMO energy (alpha / beta): 1.54 / 1.18 eV
* <S²>: 6.22

```
! RIJCOSX wB97M-V def2-TZVPD def2/J DEFGRID3
* xyz -1 5
Cr 0.070 0.258 0.174
S 1.158 -0.875 -1.679
C -0.171 -1.401 -2.628
N 0.105 -2.090 -3.779
C -0.965 -2.791 -4.455
C -2.163 -1.872 -4.496
N -2.526 -1.513 -3.141
C -3.892 -1.827 -2.738
C -4.119 -3.320 -2.704
C -4.944 -3.948 -3.626
C -5.107 -5.328 -3.609
C -4.438 -6.090 -2.666
C -3.609 -5.469 -1.738
C -3.450 -4.095 -1.755
C -1.533 -1.222 -2.239
S -2.007 -0.691 -0.668
C 1.454 -2.224 -4.313
C 2.132 -3.523 -3.931
C 3.123 -3.543 -2.955
C 3.724 -4.738 -2.588
C 3.342 -5.927 -3.190
C 2.357 -5.917 -4.168
C 1.761 -4.721 -4.536
H -1.227 -3.716 -3.929
H -0.637 -3.051 -5.462
H -3.012 -2.359 -4.973
H -1.915 -0.970 -5.067
H -4.584 -1.352 -3.438
H -4.063 -1.390 -1.758
H -5.470 -3.351 -4.364
H -5.756 -5.805 -4.333
H -4.563 -7.165 -2.647
H -3.087 -6.060 -0.996
H -2.805 -3.605 -1.032
H 2.039 -1.382 -3.950
H 1.388 -2.143 -5.402
H 3.403 -2.620 -2.466
H 4.487 -4.739 -1.820
H 3.809 -6.859 -2.898
H 2.056 -6.841 -4.645
H 1.002 -4.721 -5.310
Se 3.314 1.675 2.843
Sb 1.008 1.140 2.712
Se 0.707 -1.296 1.975
Se 0.143 2.545 0.394
Se -0.608 1.725 4.344
*
```